Entry 1:
The following is a DFT calculation (the ωB97M-V functional and the def2-TZVPD basis) of 2 unconnected molecules or ions with the total composition CH3Cl2PS.

Results
Highest occupied orbital energy (spin up / spin down) (Eh): -0.3306 / -0.3490

The geometry in ORCA input format:
```
! RIJCOSX wB97M-V def2-TZVPD def2/J DEFGRID3
* xyz 0 1
C -0.003 0.216 0.016
P 0.682 -2.385 -2.970
S 0.939 -1.384 -4.692
Cl 2.241 -3.543 -2.661
Cl -0.868 -3.679 -3.200
H 0.649 0.921 0.478
H -0.483 0.642 -0.761
H 0.022 -0.799 0.383
*
```



Entry 2:
The following is a DFT calculation (the ωB97M-V functional and the def2-TZVPD basis) of a molecular structure, CH3Cl3GeNa.

Results
Highest occupied orbital energy (spin up / spin down) (Eh): -0.3203 / -0.3203
Expectation value of S²: 0.753

The geometry in ORCA input format:
```
! RIJCOSX wB97M-V def2-TZVPD def2/J DEFGRID3
* xyz 0 2
Na 0.825 -0.329 -0.086
Cl -0.718 -1.378 1.566
Ge -1.031 0.905 2.203
Cl 1.325 1.090 2.100
Cl -1.171 0.766 4.379
C 0.357 -0.263 -2.428
H -0.503 -0.912 -2.201
H 0.892 -0.640 -3.209
H 0.024 0.762 -2.324
*
```



Entry 3:
The following is a DFT calculation (the ωB97M-V functional and the def2-TZVPD basis) of 2 unconnected molecules or ions with the total composition CH3Cl3Si.

Results
SMILES string: C=[Si](Cl)Cl.Cl
Highest occupied orbital energy (Eh): -0.3497

The geometry in ORCA input format:
```
! RIJCOSX wB97M-V def2-TZVPD def2/J DEFGRID3
* xyz 0 1
C 0.703 0.148 0.051
Si 2.437 0.115 0.085
Cl 3.684 -1.194 1.000
Cl 3.710 1.690 -0.355
H 0.089 -0.648 0.446
H 0.373 0.630 -0.790
Cl -2.106 0.758 1.496
H -0.812 0.422 1.051
*
```



Entry 4:
The following is a DFT calculation (the ωB97M-V functional and the def2-TZVPD basis) of a single CH3ClFNS molecule.

Results
Highest occupied orbital energy (Eh): -0.3562

The geometry in ORCA input format:
```
! RIJCOSX wB97M-V def2-TZVPD def2/J DEFGRID3
* xyz 0 1
C 0.321 -0.982 0.011
N 0.591 1.563 -0.202
F -0.538 -2.024 0.057
S -0.427 0.562 0.689
Cl -2.288 0.374 -0.368
H 1.193 -1.222 0.627
H 0.602 -0.761 -1.019
H 0.547 2.488 0.205
*
```



Entry 5:
The following is a DFT calculation (the ωB97M-V functional and the def2-TZVPD basis) of a molecular structure, CH3ClFOP.

Results
Highest occupied orbital energy (spin up / spin down) (Eh): -0.3067 / -0.3499

The geometry in ORCA input format:
```
! RIJCOSX wB97M-V def2-TZVPD def2/J DEFGRID3
* xyz 0 1
C 0.235 0.012 -0.713
O 0.081 0.777 0.351
F 1.411 -0.079 2.261
P 0.311 1.086 1.875
Cl -2.418 -1.259 -0.655
H -0.870 -0.548 -0.714
H 1.092 -0.709 -0.950
H 0.159 0.720 -1.455
*
```



Entry 6:
The following is a DFT calculation (the ωB97M-V functional and the def2-TZVPD basis) of a single CH3ClIN molecule.

Results
SMILES string: N[C@H](Cl)I
Highest occupied orbital energy (Eh): -0.3477

The geometry in ORCA input format:
```
! RIJCOSX wB97M-V def2-TZVPD def2/J DEFGRID3
* xyz 0 1
N 0.170 -0.577 -0.395
C 1.098 0.621 0.454
Cl 0.776 2.259 -0.080
I 2.969 -0.241 -0.046
H 0.197 -0.551 -1.455
H -0.769 -0.478 -0.274
H 0.957 0.513 1.597
*
```



Entry 7:
The following is a DFT calculation (the ωB97M-V functional and the def2-TZVPD basis) of 2 unconnected molecules or ions with the total composition CH3ClN2O2.

Results
SMILES string: [H]/N=[NH+]/[O-].O=CCl
Highest occupied orbital energy (spin up / spin down) (Eh): -0.3697 / -0.3697

The geometry in ORCA input format:
```
! RIJCOSX wB97M-V def2-TZVPD def2/J DEFGRID3
* xyz 0 1
H 2.580 0.508 -1.390
N 1.938 -0.164 -1.015
N 1.410 -0.037 0.095
O 0.940 -1.059 0.685
H 1.386 0.836 0.652
O -1.108 0.848 0.171
C -1.922 -0.013 0.364
Cl -3.317 -0.024 -0.581
H -1.905 -0.895 1.018
*
```



Entry 8:
The following is a DFT calculation (the ωB97M-V functional and the def2-TZVPD basis) of 2 unconnected molecules or ions with the total composition CH3ClN2O2.

Results
SMILES string: C=[NH+][O-].O=NCl
Highest occupied orbital energy (Eh): -0.3366

The geometry in ORCA input format:
```
! RIJCOSX wB97M-V def2-TZVPD def2/J DEFGRID3
* xyz 0 1
C 0.055 1.309 0.418
N 0.622 0.144 0.553
O 0.795 -0.787 -0.293
H -0.328 1.458 -0.610
H 0.262 1.935 1.206
H 1.093 0.012 1.473
O 3.167 0.644 1.091
N 3.963 -0.250 1.083
Cl 4.397 -0.620 -0.619
*
```



Entry 9:
The following is a DFT calculation (the ωB97M-V functional and the def2-TZVPD basis) of 2 unconnected molecules or ions with the total composition CH3ClN3O.

Results
Highest occupied orbital energy (spin up / spin down) (Eh): -0.5637 / -0.5637

The geometry in ORCA input format:
```
! RIJCOSX wB97M-V def2-TZVPD def2/J DEFGRID3
* xyz 1 1
C 0.504 0.014 0.978
N -1.810 -1.515 -0.656
N -0.494 -0.615 0.803
N -1.529 -0.605 0.050
O 0.713 1.418 -0.511
Cl -2.557 0.857 0.348
H 1.440 -0.013 1.480
H -2.601 -1.698 -1.301
H 1.459 0.977 -0.985
*
```



Entry 10:
The following is a DFT calculation (the ωB97M-V functional and the def2-TZVPD basis) of 2 unconnected molecules or ions with the total composition CH3ClNO.

Results
Highest occupied orbital energy (spin up / spin down) (Eh): -0.0940 / -0.1015
Expectation value of S²: 2.016

The geometry in ORCA input format:
```
! RIJCOSX wB97M-V def2-TZVPD def2/J DEFGRID3
* xyz -1 3
C -0.611 -0.203 -0.041
N 0.710 0.032 -0.538
O 1.130 1.856 0.452
Cl 1.788 -1.283 -0.078
H -1.207 0.771 -0.021
H -1.124 -0.784 -0.754
H -0.686 -0.389 0.980
*
```



Entry 11:
The following is a DFT calculation (the ωB97M-V functional and the def2-TZVPD basis) of a molecular structure, CH3ClO2P.

Results
Highest occupied orbital energy (Eh): -0.1770

The geometry in ORCA input format:
```
! RIJCOSX wB97M-V def2-TZVPD def2/J DEFGRID3
* xyz -1 1
C -0.151 -0.086 0.165
O -1.658 0.160 2.551
O -1.091 -2.145 1.845
P -0.945 -0.726 1.612
Cl -2.184 0.215 -2.069
H -0.961 0.151 -0.813
H 0.147 0.871 0.223
H 0.668 -0.817 -0.280
*
```



Entry 12:
The following is a DFT calculation (the ωB97M-V functional and the def2-TZVPD basis) of 2 unconnected molecules or ions with the total composition CH3ClO2PS.

Results
Highest occupied orbital energy (spin up / spin down) (Eh): -0.1797 / -0.0815

The geometry in ORCA input format:
```
! RIJCOSX wB97M-V def2-TZVPD def2/J DEFGRID3
* xyz -1 1
C -1.277 -0.420 1.389
O 2.124 -1.729 0.635
O 1.501 -0.388 -1.383
P 2.139 -0.383 0.112
S 3.541 0.899 0.123
Cl -1.441 -1.567 0.012
H -0.888 0.521 0.962
H -0.687 -0.862 2.049
H 0.613 -0.738 -1.398
*
```



The evaluated maximum force for the records listed, in turn: 3.25, 3.51, 3.11, 4.29, 4.16, 4.17, 2.32, 3.82, 6.71, 3.12, 4.72, 4.76 eV/A.
The evaluated ΔE to the lowest compared entry with this formula, charge and spin for the records listed, in turn: 333.3, 0.0, 414.6, 113.6, 507.3, 98.5, 123.8, 309.0, 352.4, 208.5, 161.6, 416.2 kJ/mol.